[1]
The following is a DFT calculation (ωB97M-V/def2-TZVPD) of the molecule C8H9N5O in a non-equilibrium geometry.

Values from the calculation:
Largest force on an atom   3.9 eV/Å
Energy   -659.0280 Eh
SMILES   [H]/N=N/[C@@H]1CC=C(n2cccc2)[N+]([O-])=N1
ΔE to the lowest compared entry with this formula, charge and spin   411.8 kJ/mol
E_HOMO   -0.3144 Ha
Gap between HOMO and LUMO   8.8 eV
2S+1   1

Last column: Löwdin charge in e.
Element x y z (Å)
C: -0.141 -0.630 3.815  -0.080
C: -0.139 -1.884 3.189  -0.072
C: -0.252 0.359 2.826  -0.084
C: -0.193 -1.591 1.830  -0.078
C: -1.129 -0.122 -0.712  0.011
C: -0.469 0.259 0.384  -0.047
C: -0.788 0.310 -2.128  -0.131
C: 0.737 0.478 -2.140  -0.389
N: 1.293 1.428 -1.173  0.138
N: 0.491 0.689 -4.394  0.085
N: 1.226 0.921 -3.427  -0.023
N: -0.414 -0.241 1.644  -0.078
N: 0.871 1.336 -0.008  -0.225
O: 1.311 1.970 0.916  0.016
H: -0.038 -0.382 4.854  0.090
H: 0.192 -2.852 3.569  0.106
H: -0.426 1.433 2.914  0.130
H: -0.296 -2.378 1.183  0.089
H: -2.040 -0.773 -0.612  0.139
H: -1.061 -0.319 -2.918  0.081
H: -0.916 1.295 -2.567  0.114
H: 1.131 -0.450 -1.894  0.125
H: 1.049 1.145 -5.153  0.082

=====

[2]
The following is a DFT calculation (ωB97M-V/def2-TZVPD) of the molecule C6H8OS.

Values from the calculation:
Largest force on an atom   0.7 eV/Å
Energy   -706.8175 Eh
SMILES   CC1=C(C=S)CCO1
ΔE to the lowest compared entry with this formula, charge and spin   75.4 kJ/mol
E_HOMO   -0.3006 Ha
Gap between HOMO and LUMO   8.1 eV
2S+1   1

Last column: Löwdin charge in e.
Element x y z (Å)
C: 0.721 2.052 -0.028  -0.021
C: -0.009 0.768 -0.012  -0.286
C: 0.437 -0.527 -0.016  -0.262
C: -0.774 -1.454 -0.067  -0.102
C: -1.931 -0.457 0.111  -0.109
C: 1.787 -0.989 -0.015  -0.620
H: 1.424 2.082 -0.861  0.077
H: 1.323 2.143 0.898  0.096
H: 0.003 2.861 -0.115  0.086
H: -0.774 -2.187 0.735  0.114
H: -0.820 -1.962 -1.023  0.113
H: -2.415 -0.487 1.083  0.121
H: -2.697 -0.512 -0.663  0.122
H: 1.888 -2.072 -0.061  0.050
O: -1.344 0.872 -0.009  -0.012
S: 3.179 -0.130 0.043  0.633

=====

[3]
The following is a DFT calculation (ωB97M-V/def2-TZVPD) of a cluster of 7 separate species, C14H28Br14 in total in a non-equilibrium geometry.

Values from the calculation:
Largest force on an atom   1.9 eV/Å
Energy   -36586.4419 Eh
SMILES   BrCCBr.BrCCBr.BrCCBr.BrCCBr.BrCCBr.BrCCBr.BrCCBr
ΔE to the lowest compared entry with this formula, charge and spin   72.9 kJ/mol
E_HOMO   -0.3713 Ha
Gap between HOMO and LUMO   10.3 eV
2S+1   1

Last column: Löwdin charge in e.
Element x y z (Å)
Br: 22.689 3.416 -4.367  0.639
C: 21.453 2.309 -5.417  -0.676
C: 21.202 1.055 -4.633  -0.709
Br: 19.779 0.031 -5.488  0.662
H: 21.880 2.207 -6.410  0.058
H: 20.563 2.926 -5.515  0.043
H: 20.750 1.333 -3.688  -0.049
H: 22.051 0.392 -4.536  0.064
Br: 15.282 -2.384 -6.701  0.607
C: 17.092 -2.787 -6.054  -0.701
C: 17.230 -2.573 -4.565  -0.669
Br: 18.616 -3.762 -3.846  0.626
H: 17.774 -2.141 -6.604  0.031
H: 17.327 -3.794 -6.388  0.041
H: 16.330 -2.853 -4.031  0.046
H: 17.542 -1.551 -4.380  0.013
Br: 21.241 -2.306 4.277  0.573
C: 21.146 -4.083 3.429  -0.703
C: 19.802 -4.748 3.646  -0.686
Br: 19.906 -5.619 5.452  0.571
H: 21.899 -4.664 3.953  0.022
H: 21.481 -3.945 2.407  0.025
H: 19.671 -5.572 2.952  0.022
H: 18.948 -4.083 3.634  -0.044
Br: 17.001 -2.504 4.761  0.659
C: 16.163 -1.472 3.293  -0.667
C: 15.290 -2.343 2.460  -0.679
Br: 14.446 -1.353 0.948  0.578
H: 16.947 -0.996 2.709  0.047
H: 15.582 -0.670 3.745  0.058
H: 14.452 -2.759 3.016  0.053
H: 15.798 -3.212 2.044  0.048
Br: 19.233 3.756 -2.396  0.626
C: 20.709 3.564 -1.148  -0.739
C: 21.049 4.941 -0.571  -0.696
Br: 22.453 4.811 0.790  0.606
H: 21.576 3.175 -1.668  0.006
H: 20.384 2.951 -0.311  0.024
H: 20.212 5.405 -0.066  0.046
H: 21.426 5.532 -1.404  0.051
Br: 18.643 -7.253 -2.939  0.582
C: 18.648 -7.252 -0.955  -0.703
C: 17.946 -8.558 -0.613  -0.680
Br: 18.133 -8.722 1.350  0.590
H: 18.024 -6.407 -0.700  -0.002
H: 19.682 -7.206 -0.645  0.044
H: 18.451 -9.416 -1.035  0.044
H: 16.884 -8.510 -0.803  0.054
Br: 19.553 0.229 -1.387  0.714
C: 18.714 -1.455 -0.873  -0.654
C: 19.587 -2.087 0.209  -0.607
Br: 19.221 -4.047 0.379  0.687
H: 18.533 -2.039 -1.766  -0.030
H: 17.784 -1.183 -0.378  0.042
H: 19.373 -1.650 1.176  0.049
H: 20.636 -2.100 -0.054  0.041